The following is a DFT calculation (ωB97M-V with the def2-TZVPD basis set) of C2H4N as an isolated structure.

For the electronic energy, the calculation gives -3618.5389 eV. The relative energy (zero: lowest compared OMol25 entry of this formula, charge and spin) is 22.8 kcal/mol. The calculation puts the largest force on an atom at 0.1514 Eh/bohr. The highest occupied orbital energy comes out at -19.557 eV. The total charge is +1.

XYZ file:
```
7
Properties=species:S:1:pos:R:3:forces:R:3
C -1.729053 -0.011222 -0.031795 -1.6 -0.7 0.3
C 1.261211 0.058763 -0.052763 -4.8 -0.8 6.1
N -0.602480 -0.082046 -0.072300 2.8 0.6 -0.2
H -2.815875 -0.125512 0.078648 0.7 0.4 -0.2
H 1.275716 -0.352553 1.013268 0.8 0.6 -1.7
H 1.363967 -0.558317 -0.805844 1.4 -2.9 -3.8
H 1.246515 1.070887 -0.129213 0.7 2.9 -0.5
```
Positions in Å, forces in eV/Å.